DFT (ωB97M-V/def2-TZVPD) results for a 2-piece molecular cluster, C26H35N4O3 overall.

Calculated values
HOMO energy = -11.247 eV
Lowest unoccupied orbital energy = -5.07 eV
Charge = +1
Energy = -39622.576 eV

Cartesian coordinates (Å):
C1 -2.41686 4.69512 0.52050
N1 -2.15195 3.27548 0.49296
C2 -3.13623 2.35630 0.72457
O1 -4.31468 2.62035 0.95632
C3 -2.49382 0.97112 0.65008
C4 -3.11949 0.06066 -0.40767
C5 -4.59567 -0.18317 -0.18719
C6 -5.50514 0.05324 -1.22292
C7 -6.87667 -0.07503 -0.99014
C8 -7.33747 -0.48987 0.26668
C9 -6.42093 -0.77413 1.28788
C10 -5.04884 -0.63743 1.05463
N2 -1.08842 1.28798 0.37183
C11 -0.16280 0.31125 0.30348
C12 1.20274 0.52876 0.11701
C13 2.17508 -0.46482 0.19247
C14 3.57126 -0.16358 0.07191
C15 4.57433 -1.08101 0.52390
C16 5.91358 -0.73784 0.54905
C17 6.31515 0.55247 0.13401
N3 7.68378 0.92858 0.18521
O2 8.00434 2.07022 -0.22211
O3 8.52130 0.11338 0.63571
C18 5.36059 1.47050 -0.34875
C19 4.03091 1.09697 -0.43927
C20 -0.81008 2.73673 0.32914
C21 -0.24357 3.18576 -1.02626
C22 0.08927 3.20413 1.48667
H1 -3.49075 4.85334 0.64102
H2 -1.88324 5.17447 1.35126
H3 -2.08394 5.16207 -0.41381
H4 -2.57747 0.49328 1.64584
H5 -2.96078 0.51443 -1.39888
H6 -2.57384 -0.89693 -0.39083
H7 -5.12324 0.37626 -2.19495
H8 -7.58300 0.15714 -1.78962
H9 -8.40870 -0.59219 0.45077
H10 -6.76669 -1.09210 2.27306
H11 -4.32112 -0.85333 1.84137
H12 -0.54457 -0.70415 0.45752
H13 1.52994 1.56007 -0.02747
H14 1.89285 -1.43685 0.60257
H15 4.27034 -2.06194 0.89647
H16 6.67963 -1.43100 0.88866
H17 5.69742 2.45948 -0.65184
H18 3.32903 1.79665 -0.89742
H19 -1.01670 3.07488 -1.79898
H20 0.05090 4.24055 -0.95526
H21 0.62751 2.59613 -1.31850
H22 -0.49564 3.22810 2.41573
H23 0.94350 2.53805 1.62638
H24 0.45771 4.21383 1.26554
C23 2.74066 -4.82082 0.67217
C24 1.58954 -3.83155 0.57444
N4 1.74412 -2.74366 -0.44955
C25 0.61135 -2.65851 -1.40886
C26 0.46159 -3.83154 -2.36569
H25 3.35166 -4.60681 1.55672
H26 2.33070 -5.82973 0.79394
H27 3.38745 -4.82149 -0.21182
H28 0.64058 -4.34511 0.37778
H29 1.48114 -3.31406 1.53542
H30 2.61687 -2.85543 -0.96657
H31 -0.29786 -2.54401 -0.80672
H32 0.74796 -1.72766 -1.96861
H33 -0.29328 -3.56762 -3.11488
H34 1.39686 -4.04647 -2.89401
H35 0.12176 -4.73792 -1.85214


DFT (ωB97M-V/def2-TZVPD) results for C26H35O2Tc as an isolated structure.

Calculated values
2S+1 = 4
HOMO energy (spin up / spin down) = -10.357 / -11.248 eV
Energy relative to the best compared isomer or geometry (same formula, charge and spin) = 0.00 kcal/mol
Lowest unoccupied orbital energy (spin up / spin down) = -3.51 / -5.36 eV
Charge = +1
Energy = -33811.585 eV
⟨S²⟩ = 3.777

Cartesian coordinates (Å):
O1 0.16236 -0.43573 -4.73709
C1 -0.02215 0.91926 -5.33466
C2 -0.17030 0.41832 -6.75259
H1 0.84479 1.58943 -5.21271
H2 -0.94230 1.39158 -4.96271
C3 -0.00384 -0.96399 -6.08630
H3 0.63474 0.72587 -7.41835
H4 -1.15714 0.61886 -7.16831
C4 1.23998 -1.72720 -6.50888
H5 2.13855 -1.08972 -6.43693
H6 1.14019 -2.05728 -7.55734
H7 1.34164 -2.62735 -5.87759
C5 -1.25895 -1.81120 -6.24193
H8 -2.17243 -1.24491 -5.98344
H9 -1.18673 -2.73411 -5.64180
H10 -1.35033 -2.11049 -7.30220
Tc1 -0.32740 -0.78456 2.61263
C6 -2.24452 -1.08524 3.58844
C7 -2.49468 0.31856 3.81432
C8 -2.54021 0.97489 2.56692
H11 -2.69524 0.74869 4.78780
C9 -2.34968 0.00639 1.52837
C10 -2.29507 -1.30150 2.14673
H12 -2.45452 -2.24236 1.63769
H13 -2.26022 -1.86261 4.34164
H14 -2.76516 2.02940 2.41674
H15 -2.40688 0.19710 0.45694
C11 0.68220 -2.18753 3.89899
C12 -0.08346 -2.88962 2.89535
C13 0.44464 -2.54325 1.59392
H16 -0.88190 -3.59418 3.09289
C14 1.54467 -1.63456 1.79397
C15 1.71436 -1.45489 3.21222
H17 2.48659 -0.86567 3.69895
H18 0.53087 -2.22720 4.97653
H19 0.10207 -2.92369 0.63573
H20 2.14374 -1.20110 0.99452
O2 1.19062 0.19852 -1.37063
C16 -0.03936 -0.61002 -1.57011
C17 -1.04484 0.26134 -2.38128
H21 -0.53641 -0.88949 -0.59921
H22 0.22107 -1.53310 -2.09215
C18 -0.23918 1.55407 -2.60173
H23 -1.93084 0.55976 -1.80332
H24 -1.33404 -0.19041 -3.32248
C19 0.53453 1.55300 -1.29068
H25 -0.80243 2.46070 -2.86007
H26 0.47895 1.32892 -3.40455
H27 -0.22375 1.57633 -0.46484
H28 1.23780 2.36854 -1.13183
C20 0.57979 1.18241 2.65667
C21 1.04221 1.61996 4.00350
C22 2.41472 1.56545 4.35036
C23 2.85681 1.86347 5.64160
C24 1.96724 2.40771 6.57296
C25 0.61069 2.51403 6.24749
C26 0.14962 2.10452 4.98776
H29 -0.02035 1.97066 2.18481
H30 1.44952 1.01874 2.00935
H31 3.13434 1.27405 3.58230
H32 3.89979 1.67243 5.91160
H33 2.33436 2.76583 7.53363
H34 -0.10016 2.90064 6.98431
H35 -0.91897 2.16357 4.75807


DFT (ωB97M-V/def2-TZVPD) results for C26H36As2BN8Pd as an isolated structure.

Calculated values
2S+1 = 2
HOMO energy (spin up / spin down) = -13.422 / -13.420 eV
Lowest unoccupied orbital energy (spin up / spin down) = -8.64 / -8.67 eV
Charge = +2
Energy = -165287.525 eV
⟨S²⟩ = 0.760

Cartesian coordinates (Å):
Pd1 -0.03277 -0.11671 0.31908
C1 2.07437 2.51306 -0.85009
C2 2.65883 1.15500 -1.00906
C3 3.93952 0.78041 -1.43115
C4 3.91462 -0.59732 -1.45923
N1 2.69271 -1.01903 -1.08638
N2 1.93685 0.05844 -0.79519
B1 2.01438 -2.39657 -1.01359
N3 0.68726 -2.28547 -1.79894
C5 0.30035 -2.98170 -2.88154
C6 -0.90028 -2.47035 -3.32737
C7 -1.19734 -1.42481 -2.44969
C8 -2.33007 -0.46458 -2.46862
N4 -0.23254 -1.34743 -1.53343
N5 1.68225 -2.65430 0.47879
C9 2.17427 -3.62706 1.26193
C10 1.59759 -3.51911 2.50876
C11 0.74289 -2.42118 2.42259
C12 -0.13536 -1.84630 3.46920
N6 0.81479 -1.91732 1.18442
N7 2.74896 -3.62058 -1.51976
C13 3.95793 -3.90431 -2.06271
C14 4.04145 -5.26407 -2.22693
C15 2.79151 -5.77314 -1.76891
C16 2.32049 -7.16589 -1.74683
N8 2.05449 -4.75590 -1.36534
H1 2.50509 3.19057 -1.58346
H2 2.29585 2.91445 0.14448
H3 0.98762 2.47157 -0.99407
H4 4.75663 1.42792 -1.67844
H5 4.70082 -1.27283 -1.71599
H6 0.88294 -3.78452 -3.28077
H7 -1.47542 -2.79862 -4.16750
H8 -2.80081 -0.46959 -3.44718
H9 -1.96951 0.54539 -2.24781
H10 -3.08613 -0.74328 -1.72706
H11 2.89927 -4.33083 0.91151
H12 1.77038 -4.15089 3.35342
H13 -0.12126 -2.47451 4.35465
H14 -1.16291 -1.77289 3.09991
H15 0.20853 -0.84492 3.74586
H16 4.68275 -3.15512 -2.29905
H17 4.84900 -5.82981 -2.64309
H18 3.07659 -7.83395 -2.14618
H19 1.39829 -7.26531 -2.31833
H20 2.08143 -7.46595 -0.72613
C17 1.78316 2.10961 3.12820
As1 0.20632 1.82171 1.98324
C18 -0.35230 3.69636 1.72185
C19 -1.19600 1.34901 3.26952
C20 -1.08874 1.77675 4.58948
C21 -2.08956 1.49467 5.50230
C22 -3.20643 0.78287 5.10364
C23 -3.32057 0.35204 3.79322
C24 -2.31905 0.62985 2.86819
As2 -2.51999 0.04304 1.00788
C25 -3.81078 -1.44324 1.14398
C26 -3.74749 1.48319 0.44784
H21 1.68829 3.05629 3.66636
H22 2.69522 2.14917 2.52765
H23 1.89264 1.29269 3.84488
H24 -0.62584 4.10654 2.69878
H25 -1.21808 3.76443 1.06088
H26 0.46526 4.28403 1.30040
H27 -0.21422 2.32922 4.91255
H28 -1.99125 1.83014 6.52199
H29 -3.98873 0.55753 5.80983
H30 -4.19668 -0.21046 3.49333
H31 -4.80692 -1.05090 1.36553
H32 -3.51136 -2.14534 1.92522
H33 -3.86454 -1.99647 0.20304
H34 -4.48362 1.63080 1.24422
H35 -4.26399 1.20948 -0.47404
H36 -3.21019 2.42039 0.29072


DFT (ωB97M-V/def2-TZVPD) results for C26H36BF5N5O3S3Ti as an isolated structure.

Calculated values
HOMO energy = -15.485 eV
Lowest unoccupied orbital energy = -8.40 eV
Charge = +3
Energy = -111011.680 eV

Cartesian coordinates (Å):
Ti1 -0.54539 1.93425 2.22409
C1 -3.83529 3.20880 2.96276
C2 -3.07745 4.52680 2.97451
S1 -1.26857 4.33367 2.89488
C3 -0.77658 5.45531 1.55287
C4 -1.41940 5.24496 0.18791
S2 -1.27840 3.54324 -0.42767
C5 -2.96543 3.19159 -0.94873
C6 -3.97928 3.10184 0.18685
S3 -3.40524 2.10904 1.59549
H1 -4.90652 3.40524 2.91960
H2 -3.64385 2.63049 3.86393
H3 -3.28033 5.05197 3.90724
H4 -3.36896 5.17705 2.15346
H5 0.30437 5.33689 1.50850
H6 -0.98838 6.46151 1.91429
H7 -0.92212 5.89911 -0.52571
H8 -2.47564 5.50781 0.19696
H9 -2.88621 2.23905 -1.47475
H10 -3.27138 3.94562 -1.67233
H11 -4.89030 2.63203 -0.18128
H12 -4.24728 4.08937 0.55672
C7 4.35207 -1.41474 -2.34089
C8 3.35146 -0.41726 -2.90115
N1 2.24965 -0.13952 -1.93930
C9 2.39609 0.87377 -1.09725
C10 1.46183 1.23145 -0.14719
C11 1.82916 2.38983 0.73611
O1 2.92252 2.86347 0.73589
O2 0.82116 2.81850 1.51779
C12 0.27716 0.49128 -0.05293
O3 -0.67805 0.75694 0.80834
C13 0.12338 -0.62381 -0.92936
C14 -1.03408 -1.42421 -0.87705
C15 -1.16991 -2.48440 -1.71003
F1 -2.31416 -3.17813 -1.68208
C16 -0.16759 -2.86038 -2.64258
C17 0.96178 -2.06079 -2.69787
C18 1.11822 -0.94098 -1.86977
N2 -0.30439 -3.97348 -3.46697
C19 0.05538 -3.92506 -4.87811
C20 0.76456 -5.19742 -5.30974
N3 -0.13445 -6.37215 -5.02066
C21 -0.50587 -6.40397 -3.55909
C22 -1.18457 -5.09983 -3.16690
H13 5.11947 -1.62048 -3.08649
H14 3.87350 -2.35721 -2.06724
H15 4.84328 -1.00959 -1.45558
H16 2.91396 -0.75680 -3.83462
H17 3.83384 0.53350 -3.10786
H18 3.30913 1.45238 -1.16802
H19 -1.83421 -1.17424 -0.19308
H20 1.75173 -2.33491 -3.38202
H21 0.69293 -3.07502 -5.09701
H22 -0.85591 -3.80600 -5.48119
H23 1.68160 -5.35303 -4.74681
H24 0.99099 -5.17621 -6.37287
H25 0.32500 -7.24446 -5.28646
H26 -0.98129 -6.30365 -5.58924
H27 0.41720 -6.54333 -3.00140
H28 -1.16403 -7.25100 -3.38022
H29 -1.39430 -5.16038 -2.10564
H30 -2.14225 -5.00429 -3.69304
F2 -1.58891 1.13805 3.46102
B1 -1.04285 1.77693 5.55647
F3 -0.64152 0.58832 5.95217
F4 -0.15302 2.58033 4.93500
F5 -2.25295 2.24094 5.78597
C23 3.41761 0.18342 5.59779
N4 2.38516 0.09563 4.55349
C24 1.61519 -1.01474 4.26796
C25 0.73863 -0.63959 3.31042
N5 0.97133 0.69446 2.99382
C26 1.96965 1.09454 3.78331
H31 3.76064 -0.81729 5.83892
H32 3.00464 0.64214 6.49244
H33 4.25643 0.77461 5.24239
H34 1.74043 -1.95261 4.78407
H35 -0.03433 -1.21454 2.83188
H36 2.40945 2.07938 3.78284


DFT (ωB97M-V/def2-TZVPD) results for C26H36BMnNO3P2 as an isolated structure.

Calculated values
2S+1 = 5
HOMO energy (spin up / spin down) = -10.427 / -10.463 eV
Lowest unoccupied orbital energy (spin up / spin down) = -3.71 / -4.49 eV
Charge = +1
Energy = -85746.846 eV
⟨S²⟩ = 6.051

Cartesian coordinates (Å):
C1 -2.46939 1.80830 -3.32767
C2 -2.12310 0.54727 -2.83817
C3 -0.75603 0.15153 -2.96313
C4 0.26977 1.18760 -2.93322
C5 -0.14919 2.53431 -3.15566
C6 -1.46943 2.81403 -3.47195
C7 1.66875 0.86046 -2.82641
C8 1.93179 -0.54109 -2.64945
C9 0.82635 -1.51128 -2.71849
C10 1.11955 -2.86635 -2.37073
C11 2.43513 -3.31572 -2.48976
C12 3.49720 -2.38481 -2.56637
C13 3.26138 -1.04239 -2.52712
H1 -3.51670 2.05722 -3.50556
H2 0.60474 3.31310 -3.10886
H3 -1.77103 3.82592 -3.75750
H4 2.24619 1.51603 -2.19570
H5 2.66972 -4.38737 -2.42866
H6 4.55011 -2.74692 -2.56880
H7 4.05193 -0.28237 -2.40107
N1 -0.43581 -1.15190 -3.00648
Mn1 -0.62831 -0.76712 0.63102
C14 -3.01384 -0.41322 -2.16445
H8 -2.73164 -1.43667 -2.43775
H9 -4.08388 -0.23956 -2.33809
C15 -0.00305 -3.67535 -1.82301
H10 -0.91734 -3.45386 -2.39263
H11 0.22079 -4.74825 -1.81008
P1 -2.52490 -0.29756 -0.32317
P2 -0.31884 -2.93775 -0.07419
C16 1.06313 -3.59202 0.92718
H12 0.96804 -3.27324 1.97559
H13 1.10261 -4.68629 0.85797
H14 1.99286 -3.14978 0.54275
C17 -1.76050 -4.00503 0.37881
H15 -1.43397 -5.04127 0.55573
H16 -2.23748 -3.61781 1.29236
H17 -2.52685 -3.98490 -0.40927
C18 -3.05051 1.38305 0.12208
H18 -4.07057 1.55847 -0.23782
H19 -2.99654 1.56409 1.20522
H20 -2.36502 2.08715 -0.35712
C19 -3.93006 -1.32730 0.32397
H21 -3.81139 -1.49087 1.41420
H22 -4.88098 -0.79618 0.13540
H23 -3.95622 -2.31929 -0.16085
C20 -1.20506 -1.00781 2.28240
O1 -1.39418 -1.51617 3.36740
H24 0.33604 0.10616 -0.08487
C21 3.27627 2.60985 2.15378
C22 2.03630 1.80680 2.54007
C23 2.34893 0.88921 3.72387
O2 1.80773 0.92537 1.43184
B1 0.41293 0.87262 1.19005
O3 -0.31447 1.74883 2.08343
C24 0.65716 2.63707 2.67033
C25 0.25616 2.94212 4.10458
C26 0.63360 3.92157 1.84243
H25 4.08892 1.89861 1.96224
H26 3.59529 3.24758 2.99530
H27 3.10518 3.25963 1.28110
H28 3.18497 0.24745 3.41268
H29 2.67567 1.43830 4.61640
H30 1.47343 0.29072 4.01067
H31 1.00983 3.60281 4.55398
H32 -0.69042 3.50912 4.13108
H33 0.23204 2.02589 4.71644
H34 0.96398 3.77744 0.80340
H35 -0.35771 4.39865 1.91032
H36 1.31993 4.64319 2.27799


DFT (ωB97M-V/def2-TZVPD) results for C26H36F5MgN6O6Se2Si as an isolated structure.

Calculated values
HOMO energy = -4.431 eV
Energy relative to the best compared isomer or geometry (same formula, charge and spin) = 0.48 kcal/mol
Lowest unoccupied orbital energy = 1.47 eV
Charge = -1
Energy = -206377.949 eV

Cartesian coordinates (Å):
Mg1 -0.71655 -0.39544 -0.57820
C1 1.26298 -1.21246 2.04582
C2 -0.16458 -1.73145 2.17160
N1 -1.11710 -0.81135 1.50940
C3 -2.51748 -1.25679 1.59675
C4 -3.34557 -0.62525 0.48339
N2 -2.77274 -0.99529 -0.81611
C5 -3.31741 -0.23830 -1.95024
C6 -2.86055 -0.76331 -3.31729
C7 -1.47054 -1.39688 -3.41747
N3 -0.40365 -0.67606 -2.70890
C8 0.91080 -1.31856 -2.89378
C9 1.83486 -1.07437 -1.70379
N4 1.13045 -1.44544 -0.46780
C10 1.99125 -1.51172 0.73193
H1 1.25838 -0.12851 2.18990
H2 1.86450 -1.63056 2.85658
H3 -0.42872 -1.83652 3.23080
H4 -0.28787 -2.70987 1.69966
H5 -1.01436 0.11139 1.92959
H6 -2.95973 -1.02682 2.57190
H7 -2.51765 -2.34183 1.46957
H8 -3.30997 0.46584 0.56112
H9 -4.39469 -0.93051 0.57238
H10 -2.86153 -2.00176 -0.95595
H11 -2.98626 0.79363 -1.82662
H12 -4.41450 -0.22765 -1.92546
H13 -2.94457 0.06920 -4.01968
H14 -3.56015 -1.52970 -3.66200
H15 -1.22511 -1.49599 -4.48301
H16 -1.49722 -2.40580 -3.00090
H17 -0.37730 0.30480 -3.00449
H18 1.39635 -0.98333 -3.81585
H19 0.73199 -2.39335 -2.97965
H20 2.12810 -0.02282 -1.62791
H21 2.75148 -1.66093 -1.84007
H22 0.71562 -2.37703 -0.60486
H23 2.78607 -0.77281 0.61986
H24 2.45097 -2.50597 0.77302
O1 -0.71778 2.24596 -2.67484
C11 -0.84721 2.42581 -1.46125
O2 -1.03354 1.51564 -0.58351
C12 -0.85110 3.83695 -0.92387
C13 -0.58740 4.89663 -1.77430
C14 -0.55388 6.17805 -1.25057
C15 -0.78827 6.44822 0.08307
C16 -1.06702 5.36521 0.89315
C17 -1.08125 4.06649 0.42601
N5 -1.36590 5.61386 2.31526
O3 -1.22233 6.74642 2.73079
O4 -1.74483 4.67439 2.98311
N6 -0.26822 7.31026 -2.15026
O5 -0.28074 8.42893 -1.67409
O6 -0.04437 7.06207 -3.31757
H25 -0.39954 4.71459 -2.82157
H26 -0.75950 7.45290 0.47231
H27 -1.24858 3.24017 1.09688
F1 5.35446 4.36821 5.22787
C18 4.58280 3.88380 4.24208
C19 3.42948 4.54429 3.86194
F2 3.08473 5.68108 4.48455
C20 2.64440 4.03145 2.84545
F3 1.54263 4.73211 2.52842
C21 2.95381 2.85842 2.15985
Se1 1.86413 2.17709 0.77014
C22 4.12340 2.22550 2.57774
F4 4.51681 1.07779 1.99958
C23 4.92701 2.71427 3.59096
F5 6.04320 2.06101 3.95397
C24 -1.25722 -7.10424 0.59552
Si1 -0.23093 -5.95997 -0.49175
C25 0.02213 -6.82585 -2.14520
C26 1.46532 -5.79010 0.31419
Se2 -1.19688 -3.97344 -0.73628
H28 -0.81451 -8.10274 0.65744
H29 -2.26992 -7.19879 0.19893
H30 -1.33351 -6.69835 1.60651
H31 0.41955 -7.83642 -2.01177
H32 0.72101 -6.26165 -2.76670
H33 -0.92297 -6.89428 -2.68725
H34 1.94481 -6.76257 0.46029
H35 1.37685 -5.30301 1.28819
H36 2.12289 -5.17658 -0.30665